20
Properties=species:S:1:pos:R:3 method="wB97M-V/def2-TZVPD" gap_ha=0.3741 multiplicity=1 e_above_lowest_ev=0.647 smiles=CC(O)O.CCN lumo_energy_ev=0.90
C 2.375 -0.513 0.668
C 1.620 0.435 -0.245
O 2.500 1.081 -1.102
O 0.991 1.575 0.460
H 3.207 0.007 1.140
H 2.783 -1.322 0.066
H 1.703 -0.924 1.418
H 0.777 -0.045 -0.761
H 1.946 1.920 -1.269
H 1.593 1.895 1.146
C -1.973 -1.074 0.789
C -2.045 0.142 -0.123
N -1.499 -0.186 -1.439
H -0.950 -1.435 0.846
H -2.603 -1.879 0.410
H -2.310 -0.815 1.789
H -1.434 0.946 0.294
H -3.086 0.502 -0.169
H -1.555 0.620 -2.054
H -2.040 -0.932 -1.866

=====

20
Properties=species:S:1:pos:R:3 method="wB97M-V/def2-TZVPD" gap_ha=0.3080 multiplicity=1 e_above_lowest_ev=1.384 smiles="C/C=C(/C)N.O.O" lumo_energy_ev=0.56
C -0.308 -0.343 1.528
C -1.648 0.226 1.229
C -2.108 0.495 -0.016
C -3.406 1.176 -0.271
N -1.322 0.418 -1.183
H 0.234 -0.735 0.651
H 0.363 0.276 2.153
H -0.372 -1.326 2.053
H -2.488 -0.065 1.855
H -3.922 1.506 0.623
H -4.032 0.564 -0.925
H -3.131 2.112 -0.810
H -0.369 0.100 -1.110
H -1.775 0.005 -1.983
O 1.127 -2.841 -1.734
H 1.995 -3.182 -1.492
H 1.434 -1.943 -1.913
O 5.782 1.226 0.752
H 5.835 2.180 0.554
H 5.564 1.273 1.694

=====

20
Properties=species:S:1:pos:R:3 method="wB97M-V/def2-TZVPD" gap_ha=0.3455 multiplicity=1 e_above_lowest_ev=1.048 smiles="C=CNCC.O.O" lumo_energy_ev=0.86
C -2.243 0.983 -0.108
C -1.347 0.216 0.488
N 0.046 0.378 0.488
C 0.774 -0.435 1.463
C 2.113 0.204 1.772
H -3.298 0.760 -0.037
H -2.017 1.855 -0.693
H -1.649 -0.736 0.926
H 0.272 1.357 0.638
H 0.954 -1.435 1.093
H 0.182 -0.545 2.380
H 2.761 -0.527 2.251
H 2.012 1.087 2.392
H 2.611 0.421 0.833
O -1.332 -1.434 -2.440
H -2.086 -1.384 -1.830
H -1.692 -1.005 -3.226
O 1.332 0.276 -2.469
H 2.068 -0.050 -1.941
H 0.540 0.014 -1.981

=====

20
Properties=species:S:1:pos:R:3 method="wB97M-V/def2-TZVPD" gap_ha=0.3447 multiplicity=1 e_above_lowest_ev=1.714 smiles=NCCCCO.O lumo_energy_ev=0.68
N -0.057 -2.252 1.332
C -0.580 -0.991 1.816
C 0.283 0.198 1.581
C 0.490 0.503 0.132
C -0.966 0.758 -0.515
O -1.494 1.910 0.129
H 0.918 -2.382 1.107
H -0.564 -3.010 1.750
H -0.786 -1.096 2.887
H -1.653 -0.979 1.386
H -0.259 1.129 1.999
H 1.200 0.198 2.160
H 1.040 1.449 0.056
H 1.113 -0.325 -0.383
H -0.843 0.939 -1.670
H -1.520 -0.182 -0.471
H -0.772 2.599 0.276
O 1.518 0.610 -4.874
H 2.220 0.706 -4.189
H 0.712 0.218 -4.509

=====

20
Properties=species:S:1:pos:R:3 method="wB97M-V/def2-TZVPD" gap_ha=0.3434 multiplicity=1 e_above_lowest_ev=1.024 smiles=CN[C@@H](C)CO.O lumo_energy_ev=0.92
C 0.572 1.634 -1.087
N 0.347 1.182 0.262
C -0.801 0.365 0.540
C -2.159 0.945 -0.028
C -0.589 -1.079 0.127
O 0.355 -1.679 0.995
H 0.424 0.820 -1.789
H -0.013 2.533 -1.326
H 1.599 1.983 -1.148
H 0.532 1.896 0.946
H -0.965 0.412 1.608
H -2.748 1.425 0.750
H -1.942 1.591 -0.881
H -2.736 0.133 -0.475
H -0.180 -1.121 -0.891
H -1.553 -1.566 0.154
H 0.149 -2.603 1.151
O 3.200 -2.534 0.071
H 3.997 -2.367 0.582
H 2.509 -1.969 0.438

=====

20
Properties=species:S:1:pos:R:3 method="wB97M-V/def2-TZVPD" gap_ha=0.3496 multiplicity=1 e_above_lowest_ev=0.720 smiles=C1CCNC1.O.O lumo_energy_ev=0.44
C -0.334 -0.288 -0.958
C -1.216 -0.915 0.138
C -0.484 -2.180 0.535
N 0.385 -2.493 -0.617
C 0.893 -1.195 -1.063
H -0.093 0.751 -0.695
H -0.862 -0.305 -1.914
H -1.468 -0.243 0.961
H -2.216 -1.102 -0.266
H 0.122 -2.023 1.439
H -1.154 -3.009 0.736
H 1.138 -3.057 -0.241
H 1.676 -0.816 -0.398
H 1.240 -1.191 -2.091
O 0.988 2.449 1.989
H 1.066 1.910 1.184
H 1.411 1.831 2.599
O -0.569 3.768 -0.725
H -0.096 3.386 0.024
H -0.428 4.723 -0.637

=====

> Which value of multiplicity does entry 6 give?

1